Computed, not measured: C14H8Br3N2ORhSe4 as an isolated structure, with wB97M-V/def2-TZVPD.

```
33
Properties=species:S:1:pos:R:3:forces:R:3
Rh 0.15889 0.24558 0.08402 -0.1 0.3 -0.2
Se -2.20857 -2.42234 1.46537 0.1 0.0 0.0
Se -2.65268 -2.62148 -0.70532 0.0 0.0 -0.1
Se 0.01712 -1.03437 -1.90080 0.0 -0.1 -0.1
Se -0.07735 -1.51696 1.75846 -0.1 -0.2 0.2
Br 1.29782 5.22631 -0.38960 0.0 0.0 0.0
C 2.42811 3.72605 -0.25476 0.0 0.0 0.0
C 3.81709 3.90932 -0.27600 0.0 0.0 0.0
C 4.67076 2.84525 -0.18394 0.0 0.0 0.0
Br 6.53882 3.15339 -0.22554 0.0 0.0 0.0
C 4.16650 1.53056 -0.06085 0.0 0.0 0.0
C 4.95116 0.35940 0.03652 0.0 0.0 0.0
C 4.34857 -0.86047 0.14934 0.0 0.0 0.0
C 2.94796 -0.94069 0.17283 0.0 0.0 0.0
N 2.19350 0.13210 0.09017 0.0 0.0 0.0
C 2.76605 1.37127 -0.03553 0.0 0.0 0.0
C 1.85285 2.46927 -0.14229 0.0 0.0 0.0
O 0.56978 2.24970 -0.12965 0.0 0.0 0.0
H 4.21006 4.91202 -0.36973 0.0 0.0 0.0
H 6.02891 0.44437 0.01747 0.0 0.0 0.0
H 4.92861 -1.76891 0.22172 0.0 0.0 0.0
H 2.43034 -1.88659 0.26416 0.0 0.0 0.0
Br -3.99323 2.34247 3.34421 0.0 0.0 0.0
C -3.51425 1.73144 1.63058 0.0 0.0 0.0
C -4.41856 1.75915 0.58410 0.0 0.0 0.0
C -3.99642 1.30224 -0.65132 0.0 0.0 0.0
C -2.70558 0.82936 -0.79475 0.0 0.0 0.0
N -1.84665 0.79274 0.22634 0.1 0.0 0.1
C -2.23790 1.24544 1.42198 0.0 0.0 0.0
H -5.42218 2.13243 0.73370 0.0 0.0 0.0
H -4.65937 1.30858 -1.50422 0.0 0.0 0.0
H -2.34004 0.47489 -1.74613 0.0 0.0 0.0
H -1.51368 1.20350 2.22267 0.0 0.0 0.0
```
Forces are in eV/Å.

Values from the calculation:
* E: -494196.77468 eV
* 2S+1: 5

***

Computed, not measured: a 2-piece molecular cluster, C6H10O overall in a non-equilibrium geometry, with wB97M-V/def2-TZVPD.

```
17
Properties=species:S:1:pos:R:3:forces:R:3
C -1.40438 -1.22103 1.36423 1.8 2.0 -0.9
C -0.72703 -0.38046 0.80608 -0.2 -1.4 -0.9
C 0.06471 0.43332 -0.17184 -1.7 -0.3 0.2
C 1.36875 -0.09043 -0.62464 1.0 -0.8 1.5
C 1.86294 0.12357 -1.83496 -1.1 -0.1 1.4
C 2.14298 -0.78799 0.49111 0.2 -0.1 -0.8
H -1.80198 -1.88726 2.04201 -0.8 -1.0 0.8
H -0.53524 0.63007 -1.05153 -0.5 0.0 0.0
H 0.15170 1.38463 0.29513 0.5 1.1 0.4
H 2.81515 -0.25631 -2.01461 1.5 -0.4 -0.8
H 1.28593 0.64626 -2.55165 -0.2 0.4 -0.8
H 3.21505 -0.91662 0.20666 -0.9 -0.3 0.4
H 1.61731 -1.67864 0.86975 0.5 -0.3 -0.8
H 2.07290 -0.20811 1.38964 0.3 0.9 0.5
O -2.79819 1.41729 -0.01851 0.2 0.6 -0.7
H -2.93689 1.84944 0.82124 -0.2 0.0 0.3
H -3.34620 0.63628 -0.03844 -0.2 -0.3 0.2
```
Forces are in eV/Å.

Values from the calculation:
* E: -8428.69580 eV
* SMILES: C#CCC(=C)C.O

***

Computed, not measured: a single C7H14 molecule, with wB97M-V/def2-TZVPD.

```
21
Properties=species:S:1:pos:R:3:forces:R:3
C 0.59629 0.19770 -1.58108 0.1 0.0 0.0
C -0.29412 -0.61176 -0.62791 0.0 -0.1 0.0
C 0.26027 -1.78380 0.11401 0.2 0.2 -0.1
C 1.72956 -1.79279 0.28510 0.0 0.1 0.1
C -0.91977 0.22614 0.54771 -0.1 0.0 0.1
C 0.11129 1.00932 1.36598 0.1 0.0 0.0
C -2.01741 1.16616 0.04451 0.0 0.0 -0.1
H 0.00933 0.94286 -2.13019 0.1 -0.1 0.1
H 1.05698 -0.46353 -2.32514 -0.1 0.1 0.1
H 1.40638 0.72659 -1.06896 -0.1 -0.1 -0.1
H -1.16502 -0.97368 -1.19359 0.1 0.0 0.1
H -1.39311 -0.50468 1.21580 0.0 0.1 -0.1
H 2.01255 -2.55267 -0.46853 -0.1 0.0 0.0
H 2.02427 -2.23704 1.24253 0.0 0.0 -0.2
H 2.31916 -0.88673 0.07767 -0.1 -0.1 0.0
H -0.37965 1.48351 2.22332 0.1 -0.1 -0.1
H 0.57343 1.80751 0.77295 -0.1 -0.1 0.1
H 0.91185 0.37168 1.75631 -0.1 0.1 -0.1
H -2.75212 0.63431 -0.56938 0.1 0.1 0.1
H -2.54846 1.60745 0.89625 0.1 0.0 -0.1
H -1.60367 1.99011 -0.54956 0.0 -0.1 0.1
```
Forces are in eV/Å.

Values from the calculation:
* E: -7482.64680 eV

***

Computed, not measured: a single C12H21NO2 molecule in a non-equilibrium geometry, with wB97M-V/def2-TZVPD.

```
36
Properties=species:S:1:pos:R:3:forces:R:3
C -3.09995 0.46276 -3.65509 -1.2 -0.4 1.5
C -3.52122 -0.27147 -2.57321 3.1 0.0 -2.6
C -2.85102 -1.56002 -1.94816 0.2 2.0 -0.7
C -2.40291 -1.35660 -0.47210 -1.0 0.8 -1.8
C -1.14483 -0.51631 -0.51026 -0.3 1.2 2.7
C -0.57828 -0.42324 0.94693 -0.1 0.0 -0.4
C 0.58058 0.62907 1.12482 -0.5 -0.4 0.2
C 1.22637 0.54399 2.56723 -0.7 -2.0 -1.3
C 2.27144 -0.59542 2.74044 -1.0 0.6 -3.4
N 3.31796 -0.44502 1.64000 -2.4 -2.5 -0.4
C 2.63895 -0.59044 0.30592 2.2 0.2 -0.7
C 1.72987 0.63734 -0.03388 -3.0 -0.4 2.3
C 2.32581 2.04659 -0.03163 0.0 -2.0 -0.2
O 3.49565 2.08182 -0.26360 1.3 1.5 0.1
O 1.55036 3.16299 0.19543 0.4 -2.0 -0.1
H -2.26340 0.18792 -4.27312 0.4 0.1 0.0
H -3.68442 1.38882 -3.94496 0.7 -1.4 0.2
H -4.44325 0.11402 -2.29476 -1.7 0.1 1.7
H -1.98243 -1.88164 -2.58609 -1.0 0.2 0.5
H -3.63514 -2.26098 -1.93415 -0.8 -1.4 -0.3
H -2.32108 -2.32439 0.04843 0.3 0.4 -0.2
H -3.26125 -0.80166 -0.03876 0.7 -0.2 0.3
H -1.30958 0.51233 -0.83383 -0.6 0.0 -0.2
H -0.43040 -0.86755 -1.21797 0.7 -0.8 -0.3
H -1.42264 -0.21829 1.68962 1.0 0.2 -1.1
H -0.34776 -1.47023 1.16410 0.8 0.1 0.4
H 0.04902 1.60463 1.13914 0.4 -0.5 -0.4
H 1.75779 1.45069 2.71289 0.3 1.1 0.6
H 0.39439 0.38061 3.27456 0.4 0.5 -0.1
H 2.73991 -0.45422 3.64678 1.1 0.0 2.1
H 1.77505 -1.60937 2.70308 0.8 1.0 -0.1
H 3.68761 0.46891 1.60675 0.6 1.2 0.5
H 3.45639 -0.75067 -0.45394 -0.6 0.8 0.6
H 2.17241 -1.59946 0.20304 -0.6 1.1 0.5
H 1.28965 0.53270 -1.02473 -0.3 -0.1 0.0
H 2.24037 3.79177 0.38107 0.4 1.2 -0.1
```
Forces are in eV/Å.

Values from the calculation:
* E: -18367.90747 eV
* SMILES: C=CCCCC[C@H]1CCNC[C@@H]1C(=O)O

***

Computed, not measured: a single C3H6Cl2N2O molecule in a non-equilibrium geometry, with wB97M-V/def2-TZVPD.

```
14
Properties=species:S:1:pos:R:3:forces:R:3
C 1.77842 0.27752 0.21357 1.2 -2.0 -1.8
O 0.77117 -0.28445 -0.78088 -0.2 2.9 1.6
C -0.52551 -0.26013 -0.13318 4.7 0.1 -3.1
N -1.49032 0.36187 -0.56774 -2.4 1.8 0.1
N -1.64273 1.40110 -1.47182 3.4 0.2 -0.4
C -0.63385 -1.33471 0.83447 -1.2 -0.8 0.2
Cl 0.58366 -2.58947 0.28977 -1.7 -0.6 1.0
Cl -0.25096 -0.84898 2.53634 -0.4 -0.3 -0.6
H 1.18627 0.64094 1.04003 0.5 1.3 0.0
H 2.31385 -0.61095 0.66818 -0.4 0.9 -0.7
H 2.60726 0.87868 -0.36660 -2.2 -0.7 1.4
H -0.57706 1.84940 -1.94714 -4.3 -1.4 2.4
H -2.36286 1.99480 -0.98474 1.6 -0.2 -1.3
H -1.75734 -1.47561 0.66973 1.5 -1.3 1.2
```
Forces are in eV/Å.

Values from the calculation:
* E: -33276.72154 eV
* SMILES: CO/C(=N\N)C(Cl)Cl

***

Computed, not measured: a 6-piece molecular cluster, C22H56F6N4O10S2 overall in a non-equilibrium geometry, with wB97M-V/def2-TZVPD.

```
100
Properties=species:S:1:pos:R:3:forces:R:3
C 12.70699 11.40889 8.24226 -0.2 -1.8 0.2
N 13.84836 11.69341 9.12508 -0.1 -1.6 1.3
C 15.09538 11.35579 8.39414 0.0 0.8 0.7
C 13.76358 13.09370 9.58046 0.2 -0.4 -0.4
C 13.71558 10.69495 10.35518 -0.9 1.3 -1.6
C 14.93370 10.68039 11.19582 0.6 0.9 -2.1
O 15.96089 9.86791 10.60289 -0.8 0.8 1.0
H 11.75172 11.38971 8.76565 0.2 -0.3 0.4
H 12.93898 10.43157 7.75254 -0.6 0.9 0.2
H 12.58680 12.19871 7.57350 0.2 1.2 -1.5
H 15.02762 10.30098 8.20370 0.4 -0.3 -0.4
H 15.91220 11.56983 9.06569 0.3 -0.1 0.0
H 15.20094 11.99160 7.52720 -0.2 -0.1 -0.4
H 13.80533 13.70438 8.70498 0.0 0.5 -0.3
H 14.55777 13.36325 10.24226 0.6 0.0 0.3
H 12.82413 13.18912 10.08189 -0.6 0.4 0.2
H 13.25482 9.79944 9.94120 0.7 -0.3 0.2
H 12.95342 11.19600 10.90415 -0.8 0.2 0.7
H 14.66048 10.41651 12.17233 -0.2 -0.7 1.4
H 15.17255 11.76896 11.23652 0.7 -0.8 0.3
H 16.18778 9.28544 11.32094 0.7 -0.7 0.1
C 18.37461 16.47947 10.44332 1.9 0.5 -0.9
N 19.51805 17.46960 10.24340 -0.5 -0.2 0.4
C 19.23633 18.60278 9.26789 0.4 1.3 1.4
C 19.81221 18.07893 11.61772 0.5 -0.9 0.3
C 20.71882 16.59755 9.80573 0.4 3.1 1.3
C 21.95254 17.45202 9.40329 -0.9 -1.5 -0.8
O 21.79122 17.93772 8.07604 0.1 0.2 -0.1
H 17.64358 16.96008 10.99528 -1.4 0.8 1.5
H 18.86036 15.62710 10.90655 -0.5 -0.2 0.2
H 17.91377 16.23398 9.51349 0.1 -0.3 -0.9
H 20.19405 19.09274 9.06467 -0.3 0.2 0.5
H 18.50003 19.32837 9.69742 0.7 -0.8 -0.1
H 18.94216 18.33227 8.29147 -0.6 -1.3 -0.9
H 20.10686 17.25713 12.36263 -0.4 1.2 -1.3
H 19.01291 18.69909 12.01901 -0.6 -0.4 -0.4
H 20.60512 18.77989 11.44241 0.7 0.1 0.2
H 20.34344 16.07341 8.98244 -0.2 -1.4 -1.0
H 20.96007 16.07975 10.73676 0.0 -0.6 -0.6
H 22.75112 16.71847 9.37997 0.5 0.2 0.5
H 22.06771 18.21954 10.15920 0.6 0.3 -0.1
H 22.63239 17.97458 7.58548 -0.4 -0.1 0.6
C 12.83199 21.01027 8.15461 1.0 -1.3 -0.5
N 14.03318 20.32871 7.36944 -1.7 0.6 0.4
C 14.86658 19.45230 8.30914 -0.4 0.2 -0.7
C 13.30679 19.51654 6.35008 3.0 -1.7 0.1
C 14.92579 21.29474 6.71031 -0.4 2.4 -0.3
C 15.32487 22.52592 7.53088 1.4 0.9 0.2
O 14.22840 23.41358 7.71101 -0.2 -0.5 -0.3
H 13.31795 21.55393 8.90597 0.3 1.0 1.1
H 12.28175 20.18936 8.61604 0.1 -0.1 -0.2
H 12.15824 21.62539 7.53987 0.8 -0.3 -0.1
H 15.12373 20.05622 9.16191 -0.5 0.1 0.5
H 15.86673 19.21750 7.87674 -1.1 -0.2 -0.3
H 14.21924 18.59891 8.52359 0.6 -0.1 0.2
H 14.15468 19.05564 5.76241 -1.2 0.0 0.4
H 12.75215 20.11148 5.67980 -0.8 0.9 -0.4
H 12.74329 18.77808 6.91758 0.0 0.0 -0.6
H 14.44052 21.68774 5.79944 -0.1 -0.2 0.4
H 15.82613 20.82681 6.37512 0.5 -0.7 0.0
H 16.09487 23.09291 6.93532 -0.5 -0.8 0.2
H 15.81910 22.33178 8.51800 -0.6 -0.4 -0.9
H 14.41363 23.91746 8.50061 0.0 0.3 0.3
C 6.48091 17.54290 6.94906 -0.7 -0.4 0.5
N 7.86857 17.34632 7.41476 0.9 0.6 -0.5
C 8.13060 16.00423 8.05503 -0.8 -0.3 -1.8
C 8.75859 17.45170 6.17363 0.1 0.7 0.9
C 8.28530 18.46821 8.38182 -0.9 0.4 0.2
C 7.55213 19.81379 8.28435 -0.3 -0.7 -1.4
O 7.87670 20.48337 7.07221 -0.9 1.8 -0.2
H 6.23646 16.82805 6.16369 0.2 -0.1 0.1
H 6.37848 18.54971 6.55492 0.0 -0.1 0.0
H 5.81455 17.38269 7.80198 0.0 0.1 -0.2
H 7.72974 15.25281 7.36849 0.1 0.1 -0.3
H 7.57353 15.79401 8.96116 0.4 0.7 0.5
H 9.20302 15.91379 8.02222 0.2 -0.3 0.7
H 9.80038 17.62094 6.59115 -1.1 -0.5 -1.1
H 8.35011 18.33526 5.65848 0.7 -0.2 0.0
H 8.60293 16.56361 5.54311 0.4 0.3 0.4
H 9.36108 18.67507 8.31595 -0.2 -0.6 0.0
H 7.99427 18.07706 9.35022 0.4 0.0 0.3
H 7.92275 20.37249 9.11569 -0.1 0.4 0.9
H 6.45946 19.68894 8.28786 0.3 0.0 0.7
H 7.36710 21.36488 7.05515 1.2 -2.0 0.0
C 16.74153 21.56781 12.87217 0.3 -0.7 -0.8
F 15.57466 21.43431 13.42452 -1.7 -0.8 0.8
F 17.02825 22.83980 12.95060 0.7 1.1 -0.7
F 17.65443 20.89783 13.57810 0.3 -0.4 0.2
S 16.71737 20.86824 11.12431 -0.4 0.0 -0.3
O 16.75113 19.40180 11.22056 -0.4 0.6 0.4
O 15.49872 21.40776 10.50603 0.5 -0.3 0.9
O 17.93417 21.38878 10.56614 0.7 0.4 -0.3
C 11.27279 16.17684 10.26918 0.2 0.7 1.4
F 11.27985 15.03027 10.96243 -0.4 -0.3 -0.6
F 10.01286 16.55130 9.98638 0.1 -0.4 0.2
F 11.74719 17.09191 11.13355 0.1 -0.1 -0.8
S 12.25838 16.05135 8.72850 2.0 2.3 -1.4
O 12.00856 17.39084 8.07824 -0.7 -2.7 1.0
O 13.64181 15.98568 9.18787 -0.8 -0.3 0.2
O 11.81910 14.84475 8.03764 -0.6 0.9 0.4
```
Forces are in eV/Å.

Values from the calculation:
* total charge: +2
* E: -88115.90125 eV

***

Q: Number 6 is which compound?
A: C22H56F6N4O10S2

***

Q: E of number 5 (C3H6Cl2N2O)?
A: -33276.72154 eV